No. 1
Formula: C5H11N2
Source: the OMol25 dataset
Level of theory: ωB97M-V/def2-TZVPD

For the energy, the calculation gives -8334.52473 eV. The calculation puts the HOMO energy at -13.116 eV. As for the largest force on an atom: 4.577 eV/A. Its charge is +1. Its energy relative to the best compared isomer or geometry (same formula, charge and spin) is 2.594 eV.

Geometry (Å):
C  -0.12235  1.40507  0.09672
C  -1.54943  1.70035  0.22170
C  0.40820  0.14290  0.34270
C  -2.51148  0.75496  0.08049
C  -2.20077  -0.60510  -0.35996
N  -2.91062  -1.73693  -0.21938
N  3.64498  -0.01208  -0.19251
H  0.37113  2.38322  -0.20543
H  -1.69740  2.82207  0.43221
H  1.32137  -0.20688  0.08640
H  -0.14894  -0.55755  0.96598
H  -3.50357  1.08090  0.12782
H  -1.17660  -0.69332  -0.78059
H  -2.71410  -2.62075  -0.79473
H  -3.92470  -1.60351  0.01220
H  3.89976  1.00552  0.11884
H  4.33180  -0.12464  -0.85625
H  3.81203  -0.72958  0.58228

These are the natural (NBO) partial charges, in e, on atoms 1 to 2: C -0.26; C -0.03

---

No. 2
Formula: C5H11N2
Source: the OMol25 dataset
Level of theory: ωB97M-V/def2-TZVPD

For the energy, the calculation gives -8332.93643 eV. The calculation puts the HOMO energy at -11.924 eV. As for the largest force on an atom: 5.044 eV/A. Its charge is +1. Its energy relative to the best compared isomer or geometry (same formula, charge and spin) is 4.183 eV.

Geometry (Å):
C  1.48235  -1.39683  0.52370
C  2.65205  0.33765  -0.56324
C  -0.99000  -0.23027  -0.09653
C  -0.41509  0.74095  -1.05343
C  -0.87740  0.30814  1.36193
N  2.09954  -0.45218  0.23711
N  -1.64006  -1.35047  -0.46909
H  1.41484  -1.98563  1.43517
H  2.57057  1.40532  -0.35172
H  2.96037  0.03104  -1.58239
H  -0.63518  0.62897  -2.11593
H  0.74006  0.76026  -1.05355
H  -0.81191  1.79117  -0.91767
H  0.22016  0.28090  1.79009
H  -1.46933  -0.21587  2.07766
H  -1.20219  1.32424  1.32514
H  -1.83054  -1.31739  -1.41697
H  -2.19481  -1.85157  0.19125

These are the natural (NBO) partial charges, in e, on atoms 1 to 2: C 0.05; C -0.30

---

No. 3
Formula: C5H11N2
Source: the OMol25 dataset
Level of theory: ωB97M-V/def2-TZVPD

For the energy, the calculation gives -8332.08601 eV. The calculation puts the HOMO energy (alpha / beta) at -12.478 / -13.557 eV. As for the largest force on an atom: 4.174 eV/A. Its charge is +1. Its energy relative to the best compared isomer or geometry (same formula, charge and spin) is 5.033 eV.

Geometry (Å):
C  0.98987  -0.26153  -0.09292
C  1.10363  -1.28617  0.88140
C  1.82097  -0.07788  -1.18001
C  -1.56615  -1.20142  -0.47492
C  0.06983  1.97607  0.08674
N  -1.29653  0.06394  0.35623
N  -0.06362  0.58808  0.22510
H  0.38535  -1.41466  1.72760
H  1.79045  -2.07380  0.62155
H  2.75634  -0.68697  -1.29328
H  1.59436  0.71441  -2.03809
H  -2.61145  -1.18329  -0.62626
H  -1.00209  -1.09513  -1.37261
H  -1.20968  -2.00185  0.15027
H  0.86120  2.10514  -0.63692
H  -0.98953  2.45366  -0.27238
H  0.20172  2.43184  1.04300
H  -1.91905  0.51355  0.97636

These are the natural (NBO) partial charges, in e, on atoms 1 to 2: C -0.03; C -0.28

---

No. 4
Formula: C5H11N2
Source: the OMol25 dataset
Level of theory: ωB97M-V/def2-TZVPD

For the energy, the calculation gives -8330.82588 eV. The calculation puts the HOMO energy (alpha / beta) at -10.952 / -15.579 eV. As for the largest force on an atom: 8.647 eV/A. Its charge is +1. Its expectation value of S² is 2.018. Its energy relative to the best compared isomer or geometry (same formula, charge and spin) is 2.351 eV. Its spin multiplicity is 3.

Geometry (Å):
C  -0.23597  0.20954  -0.14591
C  0.93888  -1.28312  0.88949
C  -0.29948  1.65831  -0.06298
C  2.19637  0.09799  -0.71853
C  -2.44616  -0.72547  -0.03179
N  1.03644  -0.38393  0.01425
N  -1.02649  -0.79296  -0.13312
H  1.73387  -2.06288  0.94390
H  0.38635  -1.27923  1.76269
H  -1.39290  1.84223  -0.26817
H  0.28980  2.16903  -0.77553
H  -0.06654  1.97794  1.07865
H  1.76708  0.59488  -1.55701
H  2.68461  0.70162  0.02394
H  2.91144  -0.65082  -1.05302
H  -2.71497  -0.18147  0.87599
H  -2.86978  -1.67034  0.05713
H  -2.89253  -0.22131  -0.89997

These are the natural (NBO) partial charges, in e, on atoms 1 to 2: C 0.39; C -0.19

---

No. 5
Formula: C5H11N2O
Source: the OMol25 dataset
Level of theory: ωB97M-V/def2-TZVPD

For the energy, the calculation gives -10389.26404 eV. The calculation puts the HOMO energy at -1.970 eV. As for the largest force on an atom: 4.270 eV/A. Its charge is -1. Its energy relative to the best compared isomer or geometry (same formula, charge and spin) is 1.274 eV.

Geometry (Å):
C  0.86689  0.94216  1.40814
O  0.53455  2.28521  0.92714
C  0.97684  -0.04035  0.21021
C  -0.25730  -0.88997  0.15550
C  -1.26446  -0.25238  -0.79088
C  -2.04762  -1.22595  -1.48262
N  -1.39631  1.05290  -0.93578
N  2.27584  -0.71264  0.13179
H  0.04691  0.88437  2.18030
H  1.81825  1.03742  2.01450
H  0.95052  0.56490  -0.87483
H  -0.01016  -1.96087  -0.07790
H  -0.84496  -0.85412  1.07580
H  -2.66707  -0.81930  -2.27152
H  -2.18631  -2.20286  -1.05910
H  -0.21652  2.03026  0.20791
H  -2.25553  1.34300  -1.33723
H  2.73879  -0.85757  1.01923
H  2.93764  -0.32419  -0.50065

These are the natural (NBO) partial charges, in e, on atoms 1 to 2: C -0.09; O -0.83

---

No. 6
Formula: C5H11N2O
Source: the OMol25 dataset
Level of theory: ωB97M-V/def2-TZVPD

For the energy, the calculation gives -10387.69304 eV. The calculation puts the HOMO energy (alpha / beta) at -3.679 / -9.443 eV. As for the largest force on an atom: 1.869 eV/A. Its charge is 0. Its expectation value of S² is 0.752. Its energy relative to the best compared isomer or geometry (same formula, charge and spin) is 1.552 eV. Its spin multiplicity is 2.

Geometry (Å):
N  0.54306  -1.87182  -0.98348
C  0.36758  -0.71712  -0.03875
C  -0.26099  0.47002  -0.79257
C  -0.16741  1.82555  -0.13735
C  0.75411  2.73960  -0.40646
C  -0.53279  -1.31237  0.99084
N  -1.19697  -0.47978  1.85996
O  -0.39749  -2.53325  1.24322
H  -0.33995  -2.00021  -1.51103
H  0.75749  -2.65413  -0.35046
H  1.36476  -1.64954  -1.59351
H  1.38979  -0.49735  0.31796
H  -1.31555  0.28651  -1.01782
H  0.23402  0.50173  -1.74030
H  -0.99018  2.05984  0.52747
H  1.59412  2.56051  -1.07556
H  0.70671  3.68825  0.05497
H  -0.99363  0.49653  1.93916
H  -1.51668  -0.91301  2.71370

These are the natural (NBO) partial charges, in e, on atoms 1 to 2: N -0.83; C -0.26

---

No. 7
Formula: C5H11N2O
Source: the OMol25 dataset
Level of theory: ωB97M-V/def2-TZVPD

For the energy, the calculation gives -10379.33995 eV. The calculation puts the HOMO energy at -11.754 eV. As for the largest force on an atom: 6.833 eV/A. Its charge is +1. Its energy relative to the best compared isomer or geometry (same formula, charge and spin) is 6.265 eV.

Geometry (Å):
O  2.58508  1.87188  -0.68273
C  1.73143  0.83365  -1.16789
C  0.49700  0.54783  -0.52493
C  0.29959  -0.73484  0.30680
C  -0.94494  -0.87232  1.11732
C  -0.84353  -0.58875  2.45969
N  -2.13984  -1.09668  0.49575
N  -0.66904  0.38583  -1.60231
H  2.51204  0.02312  -1.25582
H  0.08150  1.43380  0.01507
H  1.17898  -1.03094  0.84412
H  0.23880  -1.47508  -0.46891
H  -1.78388  -0.63057  3.04468
H  0.16394  -0.41214  2.82993
H  -2.13944  -0.82790  -0.48545
H  -2.97850  -0.77530  0.95206
H  -0.71169  1.32675  -2.02132
H  -0.11873  -0.05696  -2.33440
H  3.04124  2.07863  -1.52165

These are the natural (NBO) partial charges, in e, on atoms 1 to 2: O -0.55; C 0.44

---

No. 8
Formula: C5H11N2O
Source: the OMol25 dataset
Level of theory: ωB97M-V/def2-TZVPD

For the energy, the calculation gives -10381.84333 eV. The calculation puts the HOMO energy at -12.579 eV. As for the largest force on an atom: 4.488 eV/A. Its charge is +1. Its SMILES is C=C(N)C[C@H]([NH3+])C=O. Its energy relative to the best compared isomer or geometry (same formula, charge and spin) is 3.762 eV.

Geometry (Å):
C  0.91303  2.40493  0.05513
C  0.05721  1.45621  0.35736
N  -1.28755  1.77051  -0.11899
C  0.55259  0.01470  0.71280
C  -0.30999  -1.08513  -0.21718
N  -0.43259  -2.28560  0.63557
C  0.56275  -1.23114  -1.53905
O  1.11400  -2.27272  -1.63959
H  1.93918  2.37574  0.04058
H  0.58560  3.37304  -0.13584
H  -1.30989  2.43879  -0.84027
H  -2.11679  1.88514  0.48615
H  0.17236  -0.19601  1.74746
H  1.68298  0.05207  0.72828
H  -1.28650  -0.68712  -0.60571
H  -0.52300  -2.05436  1.63232
H  0.52925  -2.74764  0.56858
H  -1.18135  -2.90661  0.25103
H  0.33872  -0.30481  -2.11862

These are the natural (NBO) partial charges, in e, on atoms 1 to 2: C -0.39; C 0.14

---

No. 9
Formula: C5H11N2O
Source: the OMol25 dataset
Level of theory: ωB97M-V/def2-TZVPD

For the energy, the calculation gives -10383.17802 eV. The calculation puts the HOMO energy at -13.546 eV. As for the largest force on an atom: 9.338 eV/A. Its charge is +1. Its energy relative to the best compared isomer or geometry (same formula, charge and spin) is 2.427 eV.

Geometry (Å):
C  0.40221  1.80343  -2.03868
C  -0.30733  1.58010  -0.65900
C  -0.53345  0.25009  -0.14321
C  -0.10116  -1.00040  -0.56289
N  -0.53223  -1.99304  0.39945
C  -1.45687  -1.31211  1.17702
N  -1.58023  0.00289  0.81025
H  1.50854  1.50717  -2.30766
H  0.35864  2.88229  -2.34792
H  -0.12097  1.32682  -2.85773
H  -1.39039  2.11972  -0.75075
H  -0.02961  2.41930  0.01032
H  0.67631  -1.41375  -1.15137
H  -0.06768  -2.81688  0.51031
H  -1.85591  -1.96418  1.97955
H  -1.74465  0.72430  1.53122
H  2.51449  -0.72137  1.91605
H  2.33661  -1.95275  2.60428
O  1.92366  -1.44162  1.88078

These are the natural (NBO) partial charges, in e, on atoms 1 to 2: C -0.63; C -0.49

---

No. 10
Formula: C5H11N2O
Source: the OMol25 dataset
Level of theory: ωB97M-V/def2-TZVPD

For the energy, the calculation gives -10383.12149 eV. The calculation puts the HOMO energy at -14.439 eV. As for the largest force on an atom: 4.743 eV/A. Its charge is +1. Its SMILES is [H]/N=C(\O)C/[N+](C)=C/C. Its energy relative to the best compared isomer or geometry (same formula, charge and spin) is 2.484 eV.

Geometry (Å):
H  -1.14199  -1.98674  -2.47447
N  -1.31514  -1.68311  -1.46476
C  -0.33876  -1.74923  -0.67641
O  0.89301  -2.15956  -0.94744
C  -0.48654  -1.14645  0.69366
N  0.11802  0.20456  0.55385
C  1.50634  0.36980  1.14299
C  -0.60871  1.01931  -0.09282
C  -0.44597  2.46447  -0.19656
H  1.01757  -2.76812  -1.70162
H  -1.59172  -1.07948  0.92411
H  0.06756  -1.58939  1.43189
H  2.11217  -0.07663  0.33562
H  1.72819  1.28794  1.48941
H  1.54648  -0.27122  2.02019
H  -1.63163  0.51153  -0.29262
H  0.56154  2.87425  -0.01387
H  -1.24816  2.88830  0.40462
H  -0.74224  2.88978  -1.13577

These are the natural (NBO) partial charges, in e, on atoms 1 to 2: H 0.37; N -0.68

---

No. 11
Formula: C5H11N2O
Source: the OMol25 dataset
Level of theory: ωB97M-V/def2-TZVPD

For the energy, the calculation gives -10382.31290 eV. The calculation puts the HOMO energy at -13.788 eV. As for the largest force on an atom: 3.644 eV/A. Its charge is +1. Its energy relative to the best compared isomer or geometry (same formula, charge and spin) is 3.292 eV.

Geometry (Å):
C  -0.22520  1.08229  1.03758
C  -0.17911  -0.21347  -0.90865
C  1.82277  0.50128  0.36297
C  1.18549  -0.66510  -0.34593
C  -2.32514  0.61263  -0.06058
N  -0.89005  0.54758  0.11217
N  0.95845  -1.74118  0.59298
O  2.24764  1.49472  -0.39228
H  -0.62251  1.68404  1.83292
H  -0.03801  0.42330  -1.78705
H  -0.77466  -1.08315  -1.19014
H  2.28001  0.32004  1.32716
H  1.82795  -0.92944  -1.20785
H  -2.55946  0.83907  -1.10152
H  -2.75386  1.38284  0.57914
H  -2.76987  -0.34988  0.19700
H  0.66038  -2.58310  0.11604
H  1.79213  -1.96622  1.12123
H  2.78799  2.14366  0.07988

These are the natural (NBO) partial charges, in e, on atoms 1 to 2: C 0.13; C -0.22

---

No. 12
Formula: C5H11N2O
Source: the OMol25 dataset
Level of theory: ωB97M-V/def2-TZVPD

For the energy, the calculation gives -10383.20421 eV. The calculation puts the HOMO energy at -14.211 eV. As for the largest force on an atom: 5.588 eV/A. Its charge is +1. Its SMILES is C=CN/C(C)=[NH+]\CO. Its energy relative to the best compared isomer or geometry (same formula, charge and spin) is 2.401 eV.

Geometry (Å):
C  2.82333  -0.60641  -0.24220
C  1.59784  -0.59412  0.39397
N  0.34874  -1.04640  -0.11900
C  -0.78884  -0.46203  0.09517
C  -2.03408  -1.21403  -0.18922
N  -1.00383  0.80147  0.42011
C  -0.08467  1.90761  0.48563
O  0.78594  1.97344  -0.61579
H  3.60822  -0.19990  0.26263
H  2.86460  -0.87696  -1.31285
H  1.45794  -0.30734  1.41013
H  0.19787  -1.99245  -0.63337
H  -2.60934  -1.11850  0.72894
H  -1.94193  -2.19593  -0.64865
H  -2.65575  -0.61487  -0.88724
H  -2.02726  1.01196  0.67685
H  -0.63306  2.77958  0.51222
H  0.60373  1.82365  1.36877
H  1.32169  1.14551  -0.56581

These are the natural (NBO) partial charges, in e, on atoms 1 to 2: C -0.30; C -0.11

---

> Look up the energy of the fourth one.

-8330.82588 eV